*P*
{
  "formula": "C46H69BaBrClGeN6O3P3",
  "method": "the ωB97M-V functional and the def2-TZVPD basis",
  "symbols": ["Ba", "C", "C", "C", "P", "C", "N", "Ge", "N", "C", "P", "C", "C", "C", "C", "C", "C", "C", "C", "C", "C", "C", "C", "N", "C", "C", "C", "C", "C", "C", "C", "C", "C", "C", "C", "C", "N", "C", "P", "C", "C", "C", "C", "C", "C", "C", "C", "C", "H", "H", "H", "H", "H", "H", "H", "H", "H", "H", "H", "H", "H", "H", "H", "H", "H", "H", "H", "H", "H", "H", "H", "H", "H", "H", "H", "H", "H", "H", "H", "H", "H", "H", "H", "H", "H", "H", "H", "H", "H", "H", "H", "H", "H", "H", "H", "H", "H", "H", "H", "H", "H", "H", "H", "H", "H", "H", "H", "H", "O", "C", "C", "C", "N", "C", "Br", "C", "H", "H", "H", "H", "Cl", "C", "C", "O", "O", "H", "H", "N", "H", "H", "H"],
  "positions_angstrom": [[0.597, -1.222, -0.059], [0.589, 1.459, -5.494], [1.157, 0.317, -4.640], [2.668, 0.485, -4.452], [0.305, -0.116, -3.048], [-0.686, 1.284, -2.290], [-0.213, 1.992, -1.072], [-0.200, 1.453, 0.784], [-1.794, 1.949, 1.631], [-2.791, 0.906, 1.934], [-3.141, -0.180, 0.475], [-4.536, 0.557, -0.507], [-4.133, 1.601, -1.551], [-5.707, 1.091, 0.334], [-4.093, -1.625, 1.165], [-3.785, -1.935, 2.625], [-3.878, -2.857, 0.286], [-2.257, 3.221, 1.241], [-3.559, 3.698, 1.329], [-3.869, 4.961, 0.831], [-2.908, 5.766, 0.241], [-1.586, 5.327, 0.208], [-1.292, 4.092, 0.733], [0.064, 3.574, 0.892], [0.951, 3.874, -0.217], [1.891, 4.873, -0.222], [2.625, 5.082, -1.392], [2.373, 4.295, -2.502], [1.434, 3.263, -2.463], [0.728, 3.018, -1.298], [0.587, 3.820, 2.226], [0.337, 4.959, 2.954], [0.866, 5.057, 4.238], [1.599, 3.999, 4.745], [1.821, 2.839, 4.006], [1.318, 2.740, 2.709], [1.478, 1.644, 1.819], [2.386, 0.632, 2.412], [3.154, -0.605, 1.254], [4.374, 0.345, 0.257], [5.191, -0.629, -0.595], [3.676, 1.356, -0.654], [4.221, -1.619, 2.369], [5.436, -0.902, 2.954], [3.383, -2.250, 3.486], [-1.019, -1.262, -3.701], [-2.039, -0.627, -4.644], [-1.751, -2.050, -2.599], [0.841, 1.295, -6.544], [1.025, 2.421, -5.223], [-0.494, 1.563, -5.432], [1.009, -0.616, -5.194], [2.904, 1.327, -3.799], [3.151, 0.669, -5.414], [3.127, -0.404, -4.015], [-1.627, 0.806, -2.010], [-0.948, 2.047, -3.030], [-3.682, 1.354, 2.372], [-2.366, 0.252, 2.697], [-4.886, -0.330, -1.049], [-3.524, 2.401, -1.123], [-5.029, 2.062, -1.973], [-3.584, 1.159, -2.382], [-5.608, 2.166, 0.472], [-5.798, 0.636, 1.322], [-6.654, 0.925, -0.183], [-5.149, -1.350, 1.101], [-2.716, -2.043, 2.798], [-4.257, -2.875, 2.916], [-4.143, -1.158, 3.302], [-2.848, -3.214, 0.356], [-4.095, -2.663, -0.768], [-4.538, -3.666, 0.607], [-4.334, 3.107, 1.791], [-4.891, 5.311, 0.904], [-3.169, 6.734, -0.162], [-0.793, 5.940, -0.202], [2.037, 5.482, 0.661], [3.370, 5.865, -1.432], [2.920, 4.467, -3.420], [1.267, 2.654, -3.335], [-0.264, 5.753, 2.532], [0.691, 5.944, 4.830], [2.002, 4.059, 5.748], [2.371, 2.029, 4.457], [1.897, 0.066, 3.212], [3.239, 1.140, 2.869], [5.041, 0.884, 0.936], [4.570, -1.053, -1.390], [5.626, -1.458, -0.036], [6.015, -0.099, -1.078], [3.005, 0.849, -1.358], [4.416, 1.891, -1.253], [3.089, 2.087, -0.100], [4.573, -2.428, 1.721], [5.148, -0.004, 3.505], [6.163, -0.611, 2.197], [5.950, -1.558, 3.660], [3.200, -1.536, 4.291], [3.909, -3.104, 3.916], [2.412, -2.604, 3.133], [-0.425, -1.984, -4.273], [-2.561, 0.209, -4.173], [-2.799, -1.360, -4.927], [-1.583, -0.264, -5.563], [-2.390, -1.388, -2.012], [-1.083, -2.580, -1.912], [-2.381, -2.815, -3.056], [-0.796, -9.008, 1.172], [-0.419, -7.893, 0.511], [-1.078, -7.404, -0.615], [-0.588, -6.258, -1.203], [0.475, -5.578, -0.754], [1.047, -6.067, 0.321], [2.534, -5.092, 1.029], [0.681, -7.210, 1.004], [-1.564, -9.403, 0.746], [-1.946, -7.904, -1.024], [-1.074, -5.863, -2.087], [1.202, -7.544, 1.887], [-1.183, -5.000, 2.999], [-0.533, -3.382, 3.311], [-0.366, -2.506, 2.092], [-0.091, -1.286, 2.292], [-0.466, -3.011, 0.935], [0.441, -3.490, 3.787], [-1.194, -2.877, 4.009], [2.034, -3.089, -1.769], [2.022, -2.941, -2.773], [1.535, -3.963, -1.583], [3.001, -3.270, -1.516]],
  "lowdin_charge": [1.589, -0.107, -0.558, -0.125, 0.955, -0.370, -0.156, 0.835, -0.156, -0.354, 1.058, -0.535, -0.103, -0.108, -0.540, -0.096, -0.116, -0.230, -0.032, -0.071, -0.074, -0.007, -0.184, -0.062, -0.193, 0.000, -0.071, -0.067, -0.028, -0.254, -0.181, 0.001, -0.072, -0.071, -0.014, -0.231, -0.143, -0.378, 0.905, -0.557, -0.111, -0.114, -0.557, -0.101, -0.126, -0.553, -0.097, -0.141, 0.088, 0.067, 0.059, 0.097, 0.053, 0.086, 0.064, 0.023, 0.103, 0.082, 0.071, 0.098, 0.069, 0.088, 0.040, 0.056, 0.068, 0.087, 0.093, 0.039, 0.090, 0.082, 0.057, 0.062, 0.085, 0.089, 0.110, 0.105, 0.124, 0.125, 0.106, 0.110, 0.056, 0.122, 0.106, 0.108, 0.099, 0.079, 0.083, 0.108, 0.067, 0.065, 0.089, 0.050, 0.094, 0.058, 0.088, 0.078, 0.069, 0.087, 0.084, 0.088, 0.030, 0.099, 0.065, 0.085, 0.066, 0.029, 0.027, 0.088, 0.093, -0.311, 0.008, -0.115, 0.022, -0.721, 0.794, -0.066, 0.119, 0.120, 0.114, 0.119, 0.643, -0.492, -0.824, -0.270, -0.364, 0.076, 0.081, -0.053, 0.017, -0.032, 0.004],
  "orbital_gap_ev": [7.383, 6.945],
  "multiplicity": 2,
  "charge": 1
}

*Q*
{
  "formula": "C46H69BaBrClGeN6O3P3",
  "method": "the ωB97M-V functional and the def2-TZVPD basis",
  "symbols": ["Ba", "C", "C", "C", "P", "C", "N", "Ge", "N", "C", "P", "C", "C", "C", "C", "C", "C", "C", "C", "C", "C", "C", "C", "N", "C", "C", "C", "C", "C", "C", "C", "C", "C", "C", "C", "C", "N", "C", "P", "C", "C", "C", "C", "C", "C", "C", "C", "C", "H", "H", "H", "H", "H", "H", "H", "H", "H", "H", "H", "H", "H", "H", "H", "H", "H", "H", "H", "H", "H", "H", "H", "H", "H", "H", "H", "H", "H", "H", "H", "H", "H", "H", "H", "H", "H", "H", "H", "H", "H", "H", "H", "H", "H", "H", "H", "H", "H", "H", "H", "H", "H", "H", "H", "H", "H", "H", "H", "H", "O", "C", "C", "C", "N", "C", "Br", "C", "H", "H", "H", "H", "Cl", "C", "C", "O", "O", "H", "H", "N", "H", "H", "H"],
  "positions_angstrom": [[1.078, -0.767, -1.046], [4.278, -0.664, 2.467], [3.220, -1.319, 3.357], [3.344, -0.780, 4.783], [1.549, -1.167, 2.561], [0.803, 0.231, 3.534], [-0.366, 0.814, 2.917], [-0.858, 0.623, 1.097], [-3.234, 0.243, -0.481], [-3.576, -0.122, -1.823], [-2.163, -1.018, -2.633], [-2.595, -2.812, -2.488], [-2.393, -3.255, -1.040], [-3.958, -3.236, -3.027], [-2.395, -0.609, -4.429], [-1.379, 0.466, -4.818], [-3.804, -0.208, -4.868], [-4.007, -0.064, 0.559], [-5.077, -0.996, 0.577], [-5.737, -1.296, 1.746], [-5.374, -0.669, 2.934], [-4.357, 0.286, 2.952], [-3.689, 0.599, 1.792], [-2.639, 1.595, 1.730], [-2.272, 2.204, 3.021], [-3.061, 3.169, 3.616], [-2.682, 3.715, 4.834], [-1.507, 3.289, 5.433], [-0.703, 2.333, 4.833], [-1.073, 1.773, 3.606], [-2.865, 2.651, 0.736], [-4.114, 3.177, 0.489], [-4.239, 4.241, -0.398], [-3.101, 4.752, -0.999], [-1.848, 4.206, -0.759], [-1.700, 3.121, 0.110], [-0.535, 2.445, 0.410], [0.736, 3.150, 0.365], [1.950, 2.556, -0.923], [1.224, 3.255, -2.476], [1.378, 4.763, -2.644], [1.709, 2.502, -3.718], [3.437, 3.567, -0.505], [4.002, 3.139, 0.849], [4.509, 3.422, -1.585], [0.632, -2.683, 3.114], [0.730, -3.045, 4.592], [-0.829, -2.611, 2.670], [5.280, -0.891, 2.838], [4.166, 0.423, 2.481], [4.214, -0.992, 1.429], [3.395, -2.402, 3.374], [3.285, 0.309, 4.788], [4.319, -1.047, 5.195], [2.580, -1.163, 5.459], [1.604, 0.978, 3.643], [0.570, -0.117, 4.548], [-3.627, 0.831, -2.368], [-4.541, -0.617, -1.958], [-1.819, -3.303, -3.089], [-3.049, -2.718, -0.350], [-1.361, -3.100, -0.717], [-2.612, -4.320, -0.935], [-4.775, -2.788, -2.456], [-4.073, -4.319, -2.954], [-4.087, -2.962, -4.074], [-2.135, -1.539, -4.948], [-1.569, 1.392, -4.264], [-1.461, 0.702, -5.881], [-0.357, 0.147, -4.609], [-4.068, 0.783, -4.494], [-4.570, -0.909, -4.539], [-3.846, -0.155, -5.957], [-5.345, -1.502, -0.340], [-6.535, -2.026, 1.744], [-5.890, -0.907, 3.853], [-4.106, 0.782, 3.878], [-3.968, 3.501, 3.128], [-3.296, 4.471, 5.304], [-1.200, 3.713, 6.380], [0.218, 2.030, 5.313], [-4.986, 2.764, 0.983], [-5.212, 4.666, -0.604], [-3.185, 5.588, -1.683], [-0.990, 4.618, -1.271], [1.228, 3.066, 1.340], [0.552, 4.220, 0.223], [0.158, 3.016, -2.349], [2.414, 5.028, -2.862], [1.079, 5.326, -1.758], [0.772, 5.116, -3.482], [2.750, 2.732, -3.947], [1.115, 2.791, -4.589], [1.628, 1.418, -3.608], [3.129, 4.617, -0.449], [4.226, 2.069, 0.849], [3.326, 3.347, 1.678], [4.936, 3.668, 1.047], [4.835, 2.383, -1.676], [5.381, 4.023, -1.322], [4.163, 3.753, -2.563], [1.110, -3.479, 2.528], [0.337, -2.251, 5.232], [1.753, -3.262, 4.902], [0.135, -3.939, 4.788], [-1.361, -1.801, 3.175], [-1.336, -3.546, 2.915], [-0.926, -2.449, 1.594], [6.881, -4.642, -0.881], [5.815, -3.828, -0.857], [4.760, -3.969, 0.044], [3.715, -3.074, -0.032], [3.650, -2.073, -0.918], [4.674, -1.957, -1.750], [4.617, -0.515, -2.973], [5.773, -2.790, -1.782], [6.811, -5.318, -0.199], [4.744, -4.757, 0.786], [2.873, -3.180, 0.642], [6.574, -2.648, -2.491], [2.820, -3.176, -5.449], [1.304, -3.423, -4.559], [1.248, -2.515, -3.336], [1.005, -3.052, -2.222], [1.417, -1.288, -3.495], [1.237, -4.465, -4.262], [0.482, -3.169, -5.227], [1.254, -5.065, 0.095], [1.310, -4.516, -0.760], [0.323, -5.466, 0.117], [1.892, -5.845, -0.025]],
  "lowdin_charge": [1.444, -0.125, -0.557, -0.114, 0.980, -0.392, -0.235, 0.898, 0.022, -0.343, 1.036, -0.561, -0.118, -0.101, -0.557, -0.131, -0.115, -0.268, 0.000, -0.063, -0.042, 0.008, -0.167, -0.076, -0.177, -0.016, -0.075, -0.073, -0.012, -0.244, -0.200, -0.031, -0.081, -0.077, -0.015, -0.255, -0.206, -0.368, 0.976, -0.565, -0.112, -0.118, -0.570, -0.122, -0.113, -0.564, -0.108, -0.136, 0.088, 0.063, 0.038, 0.103, 0.072, 0.086, 0.063, 0.086, 0.088, 0.097, 0.077, 0.099, 0.062, 0.037, 0.087, 0.067, 0.084, 0.065, 0.107, 0.076, 0.086, 0.044, 0.074, 0.061, 0.086, 0.098, 0.113, 0.113, 0.121, 0.120, 0.106, 0.109, 0.103, 0.125, 0.104, 0.108, 0.081, 0.071, 0.090, 0.086, 0.072, 0.064, 0.088, 0.070, 0.085, 0.038, 0.110, 0.059, 0.063, 0.085, 0.048, 0.086, 0.053, 0.082, 0.074, 0.069, 0.083, 0.068, 0.085, 0.025, 0.105, -0.298, 0.018, -0.182, -0.080, -0.719, 0.820, -0.024, 0.122, 0.124, 0.072, 0.122, 0.596, -0.489, -0.839, -0.261, -0.310, 0.078, 0.079, 0.044, -0.024, 0.019, 0.020],
  "orbital_gap_ev": [7.841, 5.640],
  "multiplicity": 2,
  "charge": 1
}

Which structure is the least stable? The one labeled *P*.

*P*
{
  "formula": "C6H14O3Pt",
  "method": "the ωB97M-V functional and the def2-TZVPD basis",
  "symbols": ["H", "C", "H", "H", "H", "C", "O", "C", "C", "O", "C", "C", "O", "H", "H", "H", "H", "H", "H", "H", "H", "H", "H", "Pt"],
  "positions_angstrom": [[3.390, 0.744, -1.313], [3.727, -0.297, -1.269], [4.252, -0.541, -0.342], [4.355, -0.574, -2.119], [2.381, -0.901, -0.483], [3.386, -6.479, -3.692], [3.049, -5.183, -3.221], [3.274, -4.083, -4.140], [2.985, -2.795, -3.401], [1.953, -2.123, -4.121], [1.801, -0.783, -3.759], [1.353, -0.682, -2.314], [2.431, -1.311, -1.516], [3.161, -7.184, -2.886], [2.783, -6.714, -4.580], [4.456, -6.511, -3.940], [2.634, -4.236, -5.021], [4.333, -4.134, -4.432], [3.917, -2.206, -3.446], [0.990, -0.352, -4.362], [2.745, -0.233, -3.914], [0.404, -1.194, -2.136], [1.231, 0.351, -1.972], [2.527, -4.002, -1.743]],
  "lowdin_charge": [0.130, 0.156, 0.128, 0.100, 0.253, -0.005, -0.400, -0.173, -0.302, -0.087, -0.158, -0.081, -0.241, 0.119, 0.127, 0.125, 0.161, 0.152, 0.127, 0.169, 0.148, 0.157, 0.152, 1.242],
  "orbital_gap_ev": [8.006, 7.433],
  "multiplicity": 3,
  "charge": 2
}

*Q*
{
  "formula": "C6H14O3Pt",
  "method": "the ωB97M-V functional and the def2-TZVPD basis",
  "symbols": ["H", "C", "O", "C", "C", "O", "C", "C", "O", "C", "H", "H", "H", "H", "H", "H", "H", "H", "H", "H", "H", "H", "H", "Pt"],
  "positions_angstrom": [[-1.717, -1.565, 0.811], [-1.011, 1.734, -2.111], [-0.477, 1.322, -3.306], [0.869, 0.963, -3.034], [0.743, 0.180, -1.735], [-0.429, 0.788, -1.128], [-0.953, -2.194, 1.291], [0.309, -1.418, 1.567], [-0.022, -0.032, 1.767], [0.368, 0.477, 3.049], [-0.713, 2.765, -1.859], [-2.099, 1.611, -2.103], [1.490, 1.862, -2.902], [1.249, 0.357, -3.862], [1.615, 0.277, -1.080], [0.501, -0.877, -1.894], [-0.726, -3.007, 0.590], [0.989, -1.456, 0.686], [0.819, -1.775, 2.472], [-1.349, -2.670, 2.204], [-0.190, 1.402, 3.224], [0.123, -0.264, 3.819], [1.445, 0.686, 3.040], [-0.835, 0.832, 0.494]],
  "lowdin_charge": [0.064, -0.132, -0.007, -0.089, -0.071, -0.415, -0.039, -0.210, -0.500, 0.015, 0.169, 0.168, 0.158, 0.168, 0.153, 0.161, 0.110, 0.136, 0.151, 0.113, 0.115, 0.135, 0.135, 1.513],
  "orbital_gap_ev": [10.307, 7.241],
  "multiplicity": 3,
  "charge": 2
}

Which structure is the least stable? The one labeled *Q*.